Model i:
Here is C18H25N3O4 in the gas phase from the OMol25 dataset. Energies are from wB97M-V/def2-TZVPD.

## Properties
E_HOMO ... -0.3142 Ha
Lowest unoccupied orbital energy ... -0.0104 Ha
SMILES ... CCOC(=O)C1(CCOC)CCN(Cc2ccc3nonc3c2)CC1
Gap between HOMO and LUMO ... 8.266 eV

Cartesian coordinates (Å):
C: 4.395 2.378 1.482
H: 5.317 2.235 0.909
C: 2.566 -2.844 0.959
C: -2.204 0.024 -0.909
H: -0.587 -1.370 -1.062
N: -5.798 1.145 0.639
H: 4.614 2.362 2.552
C: 1.319 0.424 -2.095
H: 3.529 3.683 0.008
H: 2.778 3.797 1.608
H: 4.086 -1.947 -0.263
C: -4.158 -0.339 0.386
H: -2.042 1.927 -1.872
H: 1.978 -2.597 1.857
H: 0.375 -4.725 -0.548
H: -4.219 2.807 -1.038
C: -2.680 1.328 -1.241
H: 3.134 -0.722 -2.129
C: -3.862 1.822 -0.787
O: 4.160 1.182 -0.885
H: -2.582 -1.797 0.164
C: 3.376 -1.630 0.503
H: 1.040 0.202 -3.127
N: 0.110 0.645 -1.325
N: -5.067 -0.890 1.167
H: -0.483 1.075 0.618
C: -0.885 -0.402 -1.492
C: 0.444 0.920 0.060
H: 1.880 1.363 -2.093
H: 3.941 -1.290 1.374
C: 0.999 -4.459 0.303
O: 3.536 1.258 1.262
C: 3.721 3.681 1.078
H: 1.718 -1.659 -1.631
C: -2.924 -0.809 -0.102
O: -6.036 0.016 1.303
H: 0.364 -4.279 1.181
H: -1.018 -0.547 -2.570
H: 0.677 -1.103 0.734
C: -4.632 0.982 0.044
H: 3.270 -3.644 1.238
C: 1.270 -0.190 0.721
H: 4.370 4.517 1.320
O: 1.707 -3.304 -0.061
H: 1.507 0.089 1.748
H: 1.009 1.858 0.075
C: 2.558 -0.447 -0.070
H: 1.679 -5.289 0.529
C: 3.493 0.759 0.022
C: 2.214 -0.694 -1.545

These are the natural (NBO) partial charges, in e, on atoms 1 to 4: -0.074 0.199 -0.059 -0.008

---

Model ii:
Here is 2 unconnected molecules or ions with the total composition C18H25N3O4 from the OMol25 dataset. Energies are from wB97M-V/def2-TZVPD.

## Properties
E_HOMO ... -0.2976 Ha
Lowest unoccupied orbital energy ... -0.0470 Ha
SMILES ... NC[C@H](O)Cc1ccc(CCC(=O)O)c2nccnc12.C1CCOC1
Gap between HOMO and LUMO ... 6.819 eV

Cartesian coordinates (Å):
H: 2.530 4.651 2.478
H: -2.248 -3.665 0.696
C: -2.209 2.714 -1.548
C: 3.015 2.575 2.954
H: 5.744 2.576 1.810
H: 4.830 1.821 0.486
C: 3.387 3.975 2.516
H: 0.262 -3.151 -0.600
H: -6.503 -1.903 -0.366
H: -4.466 3.272 -0.856
C: 2.330 -1.482 -1.449
O: -4.733 -1.886 -2.637
H: 3.013 2.461 4.041
C: -5.533 -2.531 -0.181
O: -4.147 -4.101 -1.825
H: 4.128 4.397 3.205
C: 4.742 2.414 1.400
C: -3.660 2.402 -0.880
C: 2.786 -1.134 0.087
H: -5.138 -0.785 1.230
H: -4.425 -2.387 1.928
H: 2.029 2.289 2.571
C: -0.334 -0.790 -1.183
C: 4.023 3.726 1.173
H: -4.094 -4.320 -2.801
H: 2.110 -2.617 -1.657
H: 0.884 -0.638 -3.104
C: -1.958 -2.637 0.202
H: 2.015 -3.046 0.693
C: -3.100 -1.424 0.229
O: 3.982 1.688 2.376
C: -4.546 -1.762 0.926
C: -2.885 0.077 -0.399
C: -1.469 0.432 -1.115
H: 3.964 -0.983 0.069
C: -0.541 -2.287 -0.546
N: -4.014 1.063 -0.297
H: 3.244 3.599 0.412
H: 1.352 0.667 -1.798
H: -2.030 3.824 -1.947
N: 2.511 -2.223 1.101
H: 4.691 4.528 0.848
H: 2.048 -1.863 1.968
O: 3.493 -1.135 -2.330
H: 2.277 -0.127 0.398
N: -1.069 1.749 -1.718
H: 3.200 -1.186 -3.289
H: -5.769 -3.587 0.307
C: -4.815 -2.770 -1.638
C: 1.098 -0.481 -1.940

These are the natural (NBO) partial charges, in e, on atoms 1 to 4: 0.218 0.248 -0.015 -0.068

---

Quick look at relative energies in hartree: model i 0.0000; model ii 0.4432.

---

Model i:
Here is a molecular structure, C3H4N2O2S from the OMol25 dataset. Energies are from wB97M-V/def2-TZVPD.

## Properties
E_HOMO ... -0.3462 Ha
Lowest unoccupied orbital energy ... 0.0063 Ha
Gap between HOMO and LUMO ... 9.594 eV

Cartesian coordinates (Å):
N: -0.014 -0.724 -0.737
H: -1.635 0.928 1.274
O: -1.666 -1.033 -2.285
C: -1.138 -0.306 -1.538
H: 0.422 -1.688 -0.994
C: -0.611 1.353 0.363
N: 1.006 -0.028 1.215
C: 0.255 0.168 0.267
S: -1.157 1.543 -1.510
H: 2.711 -1.119 1.685
O: 1.661 -1.352 1.290
H: 0.168 2.258 0.970

These are the natural (NBO) partial charges, in e, on atoms 1 to 4: -0.672 0.264 -0.528 0.574

---

Model ii:
Here is a molecular structure, C3H4N2O2S from the OMol25 dataset. Energies are from wB97M-V/def2-TZVPD.

## Properties
E_HOMO ... -0.3404 Ha
Lowest unoccupied orbital energy ... -0.0137 Ha
Gap between HOMO and LUMO ... 8.891 eV

Cartesian coordinates (Å):
S: -0.831 -0.792 -0.437
O: 2.063 2.059 0.124
H: 0.282 2.266 -0.705
N: -1.767 0.428 0.347
C: -3.081 0.569 0.346
H: 2.051 -2.631 1.118
H: -3.397 1.633 1.100
C: 1.007 1.572 -0.343
H: -3.807 -0.200 -0.637
O: 1.272 -2.035 0.187
N: 1.733 -0.668 0.193
C: 0.695 0.039 -0.027

These are the natural (NBO) partial charges, in e, on atoms 1 to 4: 0.480 -0.475 0.161 -0.631

---

Model iii:
Here is C3H4N2O2S in the gas phase from the OMol25 dataset. Energies are from wB97M-V/def2-TZVPD.

## Properties
E_HOMO ... -0.3209 Ha
Lowest unoccupied orbital energy ... 0.0201 Ha
SMILES ... O/N=C\[C@H]1ON=CS1
Gap between HOMO and LUMO ... 9.279 eV

Cartesian coordinates (Å):
O: -1.063 -0.803 -1.019
N: 1.540 -1.264 0.323
S: 1.074 1.239 -0.593
O: 0.740 -0.662 1.261
C: 0.176 0.569 0.914
C: -1.240 0.672 0.554
N: -1.920 -0.080 -0.225
H: 0.248 1.304 1.822
H: -1.605 -1.422 -1.662
H: -1.991 1.485 0.938
C: 1.682 -0.459 -0.742
H: 2.359 -0.579 -1.572

These are the natural (NBO) partial charges, in e, on atoms 1 to 4: -0.585 -0.078 0.196 -0.353

---

Quick look at relative energies in hartree: model i 0.0000; model ii 0.1302; model iii 0.0201.

---

Model i:
Here is 2 unconnected molecules or ions with the total composition C3H8O2S2 from the OMol25 dataset. Energies are from wB97M-V/def2-TZVPD.

## Properties
E_HOMO ... -0.3310 Ha
Lowest unoccupied orbital energy ... 0.0149 Ha
SMILES ... O=CCCSS.O
Gap between HOMO and LUMO ... 9.413 eV

Cartesian coordinates (Å):
C: 0.012 0.429 0.646
H: 0.783 -1.560 0.256
H: -0.191 1.069 1.508
H: -0.166 -1.434 1.698
H: -0.323 1.027 -5.203
O: -0.362 1.066 -4.242
S: -1.470 0.262 -0.376
C: 1.816 -0.783 1.937
S: -2.874 -0.226 1.019
H: 0.748 1.012 0.109
O: 1.836 -0.210 2.998
H: -3.604 0.892 1.002
H: 0.484 0.643 -4.041
H: 2.742 -1.275 1.596
C: 0.568 -0.910 1.095

These are the natural (NBO) partial charges, in e, on atoms 1 to 4: -0.541 0.214 0.241 0.242

---

Model ii:
Here is 2 unconnected molecules or ions with the total composition C3H8O2S2 from the OMol25 dataset. Energies are from wB97M-V/def2-TZVPD.

## Properties
E_HOMO ... -0.3147 Ha
Lowest unoccupied orbital energy ... -0.0018 Ha
SMILES ... O=CCCSS.O
Gap between HOMO and LUMO ... 8.516 eV

Cartesian coordinates (Å):
H: 3.131 -0.700 0.333
S: -1.945 -0.749 1.469
H: -0.853 1.632 -2.324
H: -2.251 -0.388 -0.954
H: -0.795 -1.297 -0.488
C: -0.068 1.289 -1.595
C: -0.515 0.831 -0.255
C: -1.410 -0.442 -0.232
O: 1.104 1.429 -1.833
O: 2.700 0.152 0.492
H: 2.323 0.424 -0.362
S: -0.158 -1.874 2.011
H: 0.396 0.475 0.227
H: -0.961 1.599 0.388
H: -0.698 -2.381 3.124

These are the natural (NBO) partial charges, in e, on atoms 1 to 4: 0.468 0.107 0.113 0.231

---

Quick look at relative energies in hartree: model i 0.0000; model ii 0.0104.

---

Model i:
Here is a molecular structure, C43H49N4P2Ti from the OMol25 dataset. Energies are from wB97M-V/def2-TZVPD.

## Properties
E_HOMO (spin up / spin down) ... -0.2855 / -0.3417 Ha
Lowest unoccupied orbital energy (spin up / spin down) ... -0.0987 / -0.0988 Ha
Total charge ... +1
Expectation value of S² ... 2.03
Gap between HOMO and LUMO (spin up / spin down) ... 5.084 / 6.609 eV
Spin multiplicity ... 3

Cartesian coordinates (Å):
C: -5.312 0.692 -0.465
C: -3.288 0.986 1.347
H: -1.674 5.142 -0.848
C: -0.003 -4.988 -0.243
H: -1.641 -2.092 -5.334
N: -1.462 -0.381 2.160
C: 0.714 0.996 4.729
C: 0.055 -0.461 -3.903
C: -0.678 1.932 -0.181
C: -1.096 -3.265 1.028
N: -1.028 -2.398 0.007
C: 0.349 4.546 -0.414
H: 3.314 -3.993 -0.284
H: 1.400 -0.036 -2.256
C: 1.596 2.010 5.044
H: 2.360 -1.127 3.611
H: -0.109 -0.078 -4.910
C: -5.545 1.444 0.683
C: 0.551 0.573 3.418
H: 0.134 0.517 5.506
H: 1.737 2.320 6.074
H: -4.675 2.055 2.553
C: -0.401 -0.568 3.166
H: -0.878 -0.778 4.129
H: 2.940 3.459 4.192
C: 2.072 2.173 2.730
P: 1.388 0.475 0.648
H: 4.178 0.113 1.821
H: 0.402 -5.991 -0.322
H: -2.602 0.967 3.376
H: 0.184 -1.435 2.889
H: 0.458 -4.397 -2.272
C: 2.440 -2.151 0.400
C: -1.956 1.573 -3.569
H: 0.751 5.547 -0.530
C: 2.267 2.630 4.016
C: 3.329 1.527 -1.125
H: -0.178 2.618 -2.831
C: 0.034 -4.112 -1.317
C: 2.152 -1.295 1.464
C: -0.830 2.605 -3.705
C: -2.425 -1.506 2.364
H: -6.102 0.517 -1.185
H: -3.882 -0.474 -1.537
H: 6.399 0.813 1.083
C: 5.540 1.009 0.452
H: -2.712 -2.098 -3.085
H: 2.474 1.763 -1.741
H: -2.909 -1.373 3.336
C: 4.274 0.618 0.871
H: -2.575 2.874 -0.661
C: -1.813 -2.892 2.305
C: 2.492 -1.763 2.736
C: 3.139 0.861 0.086
H: -2.645 -3.589 2.420
H: -0.413 -2.139 -1.940
H: -1.151 -3.088 3.149
H: -6.510 1.900 0.869
C: -4.515 1.545 1.610
C: -1.015 4.315 -0.603
H: 2.567 2.626 1.889
H: -2.745 1.949 -2.913
C: 1.191 3.495 -0.075
H: 4.710 2.399 -2.515
C: -2.183 0.908 2.366
C: 0.684 2.194 0.072
C: -4.068 0.145 -0.677
H: -2.407 -0.553 -5.735
P: -1.428 -0.041 -2.871
H: 2.215 -1.815 -0.613
H: -1.470 1.717 2.232
C: 1.381 0.050 -3.339
C: -2.687 -1.164 -3.653
C: -0.466 -2.847 -1.133
H: 1.534 1.100 -3.587
Ti: -1.087 -0.111 -0.049
H: 0.083 -1.549 -3.985
H: 3.320 -3.341 3.947
C: 4.596 1.895 -1.562
H: 2.229 -0.513 -3.734
N: -3.008 0.324 0.173
H: -3.654 -0.680 -3.503
H: -1.246 3.607 -3.814
H: -3.387 -1.996 -5.514
N: 1.274 1.139 2.437
C: 3.073 -3.014 2.941
C: 3.059 -3.383 0.577
H: -3.192 -1.448 1.608
C: 3.364 -3.830 1.858
H: -0.220 2.403 -4.590
H: 2.249 3.710 0.067
C: -1.512 3.027 -0.490
C: 5.707 1.641 -0.774
C: -2.510 -1.464 -5.142
C: -0.568 -4.550 0.935
H: 3.837 -4.793 2.011
H: -0.621 -5.202 1.801
H: 6.695 1.938 -1.106
H: -2.409 1.379 -4.543

These are the Löwdin partial charges, in e, on atoms 1 to 4: -0.055 -0.276 0.105 -0.038

---

Model ii:
Here is a molecular structure, C43H49N4P2Ti from the OMol25 dataset. Energies are from wB97M-V/def2-TZVPD.

## Properties
E_HOMO (spin up / spin down) ... -0.3033 / -0.3790 Ha
Lowest unoccupied orbital energy (spin up / spin down) ... -0.0734 / -0.0816 Ha
Total charge ... +1
Expectation value of S² ... 2.01
Gap between HOMO and LUMO (spin up / spin down) ... 6.254 / 8.092 eV
Spin multiplicity ... 3

Cartesian coordinates (Å):
H: -0.588 -3.213 2.763
N: -1.862 -1.040 -0.907
H: 3.795 -2.358 -0.775
H: -1.606 -1.010 3.713
C: 0.949 -3.111 -1.400
C: 3.999 -3.879 2.768
C: 4.910 0.529 2.444
H: -1.849 1.611 -5.752
H: -1.385 3.253 3.703
H: 2.917 3.012 4.625
C: -0.861 1.914 2.118
H: 1.555 4.593 0.879
C: -2.246 2.151 -3.689
C: 5.572 1.345 3.346
C: -1.089 -0.498 2.892
C: -2.945 2.467 -0.952
C: 4.432 -4.615 1.671
C: -3.957 -2.128 -0.555
C: 3.263 0.917 -3.186
H: 3.172 -2.028 3.451
C: -2.727 -1.667 -0.104
H: 1.738 1.558 3.019
H: -3.101 -1.416 1.972
H: -1.429 -0.458 -2.827
H: -1.554 4.650 -2.540
H: 1.161 0.646 -3.357
C: -0.773 3.107 2.823
H: -2.681 3.120 -3.946
C: 0.474 -4.658 0.787
H: -0.893 0.693 -4.591
C: -2.179 -0.930 -2.208
H: -2.334 1.167 3.449
H: -2.542 0.667 1.783
H: -3.551 4.516 -1.370
C: 4.257 0.483 -1.049
C: 4.857 2.245 4.127
C: 0.714 2.650 0.606
H: 6.647 1.277 3.446
H: 0.934 5.170 -2.586
C: 2.992 0.138 -0.570
C: 3.479 2.322 4.009
H: 1.143 -2.444 -2.232
C: -0.819 4.008 -2.048
C: 4.390 0.878 -2.369
H: -4.807 3.529 -0.636
H: 5.360 1.155 -2.761
P: 2.598 -0.416 1.111
C: 0.915 -5.262 -0.380
H: 4.704 -4.631 -0.455
H: 0.490 3.972 -3.789
C: 2.014 0.576 -2.685
P: -1.447 2.270 -2.021
C: 0.857 3.860 1.258
H: 1.070 -6.332 -0.417
C: 3.524 0.607 2.304
C: 1.153 -4.475 -1.495
H: 5.377 2.879 4.834
N: 0.526 -2.525 -0.277
H: -3.572 -1.259 -3.792
N: -1.002 -1.398 1.722
C: -3.371 -1.378 -2.737
H: -4.404 3.311 -2.333
C: 0.294 -3.285 0.800
H: -3.411 1.476 -0.898
H: 0.788 -2.135 2.502
H: 1.293 2.416 -0.279
H: 5.472 -0.186 1.855
H: 0.277 -5.239 1.678
H: -0.067 -0.299 3.221
C: 0.097 4.096 2.390
H: 5.126 0.450 -0.401
C: 2.817 1.503 3.103
C: 3.489 -2.604 2.587
C: -3.981 3.515 -1.349
H: -0.762 4.338 -1.008
H: 0.179 5.029 2.931
C: 3.846 -2.786 0.219
C: -2.346 -1.888 1.341
C: 4.357 -4.066 0.400
H: -2.415 -2.960 1.547
Ti: 0.048 -0.320 -0.061
H: -3.084 1.454 -3.589
N: -0.122 1.686 1.020
C: -1.794 0.823 2.568
H: 3.366 1.227 -4.220
C: 3.409 -2.042 1.311
H: 4.068 -4.297 3.764
C: -0.116 -2.538 2.040
H: -2.565 2.679 0.053
H: -4.636 -2.611 0.137
H: -0.476 2.359 -4.948
C: 1.818 0.176 -1.351
H: 1.499 -4.907 -2.424
H: 1.278 3.457 -2.309
H: 4.836 -5.610 1.811
C: -1.314 1.678 -4.804
H: -5.245 -2.325 -2.259
C: -4.292 -1.975 -1.887
C: 0.547 4.158 -2.717

These are the Löwdin partial charges, in e, on atoms 1 to 4: 0.139 0.012 0.105 0.134

---

Quick look at relative energies in hartree: model i 0.1432; model ii 0.0000.

---

Model i:
Here is C4H5FO2 in the gas phase from the OMol25 dataset. Energies are from wB97M-V/def2-TZVPD.

## Properties
E_HOMO ... -0.3362 Ha
Lowest unoccupied orbital energy ... 0.0200 Ha
SMILES ... FC1[C@@H]2OCO[C@@H]12
Gap between HOMO and LUMO ... 9.693 eV

Cartesian coordinates (Å):
H: -0.464 -0.881 -1.496
O: 0.734 -1.118 0.114
H: 2.179 0.234 0.730
C: -0.319 0.829 0.133
C: -1.654 0.049 0.329
H: -0.034 0.834 1.305
O: 0.848 1.110 -0.489
F: -2.767 0.008 -0.478
C: 1.570 -0.094 -0.207
H: 2.252 -0.347 -1.055
H: -1.845 0.017 1.494
C: -0.498 -0.642 -0.379

These are the natural (NBO) partial charges, in e, on atoms 1 to 4: 0.219 -0.513 0.152 -0.014

---

Model ii:
Here is C4H5FO2 in the gas phase from the OMol25 dataset. Energies are from wB97M-V/def2-TZVPD.

## Properties
E_HOMO ... -0.3718 Ha
Lowest unoccupied orbital energy ... -0.0152 Ha
SMILES ... CO/C(C=O)=C\F
Gap between HOMO and LUMO ... 9.704 eV

Cartesian coordinates (Å):
C: 0.810 -1.471 0.763
H: -0.672 2.244 -1.009
H: 1.827 -1.958 1.326
C: -0.076 0.407 -0.010
O: 1.064 -0.386 -0.048
H: -2.217 0.634 0.612
H: 0.514 -2.292 0.034
C: -1.266 -0.014 0.276
F: -1.658 -1.332 0.712
H: -0.064 -1.047 1.562
C: 0.108 1.595 -0.672
O: 1.196 1.799 -1.337

These are the natural (NBO) partial charges, in e, on atoms 1 to 4: -0.271 0.166 0.192 0.068

---

Quick look at relative energies in hartree: model i 0.0665; model ii 0.0000.

---

Model i:
Here is C7H8S in the gas phase from the OMol25 dataset. Energies are from wB97M-V/def2-TZVPD.

## Properties
E_HOMO ... -0.3169 Ha
Lowest unoccupied orbital energy ... -0.0219 Ha
SMILES ... C=C1CC=C(C=S)C1
Gap between HOMO and LUMO ... 8.028 eV

Cartesian coordinates (Å):
C: 1.708 0.661 -0.060
C: -2.843 -1.305 -0.162
H: -2.700 1.481 -0.550
C: -1.980 1.101 0.199
H: -0.168 -1.568 -0.613
H: -2.230 1.515 1.212
C: 0.297 0.520 -0.105
C: -0.604 1.526 -0.145
H: 2.098 1.654 -0.072
H: 0.025 -1.205 1.071
H: -2.580 -2.344 -0.332
C: -0.419 -0.820 0.136
H: -0.360 2.564 -0.480
C: -1.875 -0.413 0.091
H: -3.906 -1.088 -0.202
S: 2.757 -0.539 0.015

These are the natural (NBO) partial charges, in e, on atoms 1 to 4: -0.290 -0.386 0.232 -0.495

---

Model ii:
Here is C7H8S in the gas phase from the OMol25 dataset. Energies are from wB97M-V/def2-TZVPD.

## Properties
E_HOMO (spin up / spin down) ... -0.2667 / -0.2728 Ha
Lowest unoccupied orbital energy (spin up / spin down) ... -0.0378 / -0.0112 Ha
Gap between HOMO and LUMO (spin up / spin down) ... 6.229 / 7.118 eV

Cartesian coordinates (Å):
H: -0.565 1.778 -2.586
S: -0.807 -0.964 2.117
C: 0.376 1.304 2.846
C: -0.902 -1.854 0.643
H: 1.368 -0.413 -2.915
H: -0.799 -2.510 -1.290
H: -0.157 2.246 2.947
C: -0.048 -0.689 -1.424
C: 0.585 0.077 -2.332
H: 0.331 0.724 3.902
C: -0.071 0.475 1.708
H: 1.495 1.488 2.835
C: -0.563 -1.647 -0.696
H: 0.716 1.551 -3.785
H: -1.204 -2.820 0.944
C: 0.245 1.254 -2.915

These are the natural (NBO) partial charges, in e, on atoms 1 to 4: 0.181 0.479 -0.745 -0.359

---

Quick look at relative energies in hartree: model i 0.0000; model ii 0.2209.